1.
The following is a DFT calculation (ωB97M-V/def2-TZVPD) of an isolated ion of composition C4H3BF5 and charge -1.

Geometry (Å):
C  2.64410  -0.52317  0.52483
C  1.78147  0.22331  0.06639
B  0.51283  0.90310  -0.71239
C  -0.83744  0.63324  0.16036
F  -0.65960  1.02228  1.48585
F  -1.87550  1.42876  -0.32180
C  -1.34030  -0.86452  0.17613
F  -1.47221  -1.27899  1.46269
F  -0.58432  -1.71907  -0.50049
F  -2.59610  -0.95524  -0.35079
H  3.36160  -1.31858  0.72300
H  0.72795  2.06031  -0.92249
H  0.33751  0.38858  -1.79128

Its net charge is -1. As for the energy relative to the best compared isomer or geometry (same formula, charge and spin): 27.2 kJ/mol. For the orbital gap, the calculation gives 0.329 hartree. For the HOMO energy, the calculation gives -5.013 eV.

Atomic partial charges in e from the natural (NBO) method, atoms 1 to 6: atom 1 (C): -0.430, atom 2 (C): -0.096, atom 3 (B): -0.319, atom 4 (C): 0.474, atom 5 (F): -0.365, atom 6 (F): -0.367

2.
The following is a DFT calculation (ωB97M-V/def2-TZVPD) of a 2-piece molecular cluster, C4H3Br2NO2 overall.

Geometry (Å):
C  2.74045  0.46702  3.15652
C  0.70239  -0.82495  1.87814
C  0.63243  -0.00700  -0.28957
C  1.61801  -0.04464  3.81402
N  3.75945  0.82448  2.76304
O  0.17038  -1.88523  1.94992
O  0.76444  0.20833  1.17447
Br  1.91628  -1.72490  4.62748
Br  0.49200  1.25214  4.59262
H  -0.11258  -0.80184  -0.38248
H  1.68792  -0.23263  -0.61084
H  0.59975  1.05302  -0.61028

As for the energy relative to the best compared isomer or geometry (same formula, charge and spin): 0.0 kJ/mol. For the orbital gap (spin up / spin down), the calculation gives 0.310 / 0.311 hartree. For the HOMO energy (spin up / spin down), the calculation gives -8.730 / -8.730 eV.

Atomic partial charges in e from the natural (NBO) method, atoms 1 to 6: atom 1 (C): 0.166, atom 2 (C): 0.941, atom 3 (C): -0.290, atom 4 (C): -0.496, atom 5 (N): -0.299, atom 6 (O): -0.512

3.
The following is a DFT calculation (ωB97M-V/def2-TZVPD) of C4H3Br2NOS as an isolated structure.

Geometry (Å):
C  0.57519  -0.51266  0.60754
C  1.65414  0.02672  1.42079
C  0.15978  1.19812  -0.89324
C  -1.32860  -1.15234  -0.64717
N  -0.33884  -1.26279  0.28384
O  2.83500  -0.03207  1.10545
S  -1.34324  0.50839  -1.41340
Br  -0.19635  2.93135  -0.05346
Br  -3.07362  -1.56385  0.21777
H  1.36373  0.64408  2.29590
H  0.96782  1.13680  -1.46877
H  -1.27500  -1.92176  -1.45526

As for the energy relative to the best compared isomer or geometry (same formula, charge and spin): 62.9 kJ/mol. For the orbital gap (spin up / spin down), the calculation gives 0.278 / 0.278 hartree. For the HOMO energy (spin up / spin down), the calculation gives -8.817 / -8.816 eV.

Atomic partial charges in e from the natural (NBO) method, atoms 1 to 6: atom 1 (C): 0.367, atom 2 (C): 0.300, atom 3 (C): -0.508, atom 4 (C): -0.223, atom 5 (N): -0.392, atom 6 (O): -0.472

4.
The following is a DFT calculation (ωB97M-V/def2-TZVPD) of an isolated molecule of C4H3BrN2O6S.

Geometry (Å):
C  -0.70401  -0.05783  -0.53349
C  -0.24395  0.64763  0.70398
C  1.68685  -0.77993  -0.50063
C  0.33402  -0.92324  -1.17363
N  -1.96390  0.28739  -1.09260
N  -1.01766  1.67231  1.40079
O  -2.54451  1.20909  -0.57990
O  -0.62767  2.79635  1.41513
O  -2.26984  -0.32834  -2.06630
O  -1.92318  1.26318  2.10916
O  0.93831  -1.20962  2.00207
O  2.23866  0.83637  1.70712
S  1.33561  -0.12400  1.19583
Br  -0.23867  -2.79351  -1.33518
H  2.11317  -1.70897  -0.17399
H  2.48521  -0.15768  -0.83508
H  0.40156  -0.62921  -2.24327

The multiplicity is 3. For the orbital gap (spin up / spin down), the calculation gives 0.302 / 0.247 hartree. For the HOMO energy (spin up / spin down), the calculation gives -8.977 / -11.305 eV. The expectation value of S² is 2.01.

Atomic partial charges in e from the natural (NBO) method, atoms 1 to 6: atom 1 (C): 0.209, atom 2 (C): -0.166, atom 3 (C): -0.644, atom 4 (C): -0.355, atom 5 (N): 0.465, atom 6 (N): 0.496

5.
The following is a DFT calculation (ωB97M-V/def2-TZVPD) of C4H3BrO as an isolated structure.

Geometry (Å):
C  -1.25625  -0.52503  0.39171
C  -0.21371  -1.52323  0.00243
C  -0.12382  -2.79761  0.06094
C  -0.05612  -0.08794  -0.35406
O  -0.12047  -3.95080  0.19030
Br  -3.66006  -0.04854  -0.01981
H  -1.43166  -0.28897  1.42279
H  -0.10730  0.15974  -1.40428
H  0.70902  0.46186  0.18898

As for the energy relative to the best compared isomer or geometry (same formula, charge and spin): 223.2 kJ/mol. For the orbital gap (spin up / spin down), the calculation gives 0.293 / 0.293 hartree. For the HOMO energy (spin up / spin down), the calculation gives -9.550 / -9.550 eV.

Atomic partial charges in e from the natural (NBO) method, atoms 1 to 6: atom 1 (C): 0.038, atom 2 (C): -0.436, atom 3 (C): 0.760, atom 4 (C): -0.390, atom 5 (O): -0.415, atom 6 (Br): -0.255

6.
The following is a DFT calculation (ωB97M-V/def2-TZVPD) of a 2-piece molecular cluster, C4H3ClN2 overall.

Geometry (Å):
C  1.07702  -1.36170  -0.40389
C  -0.58048  1.70315  0.38847
C  0.65656  -0.97673  0.85686
C  -0.94165  0.75180  -0.58963
N  1.34051  -1.51922  -1.53190
N  -0.34281  2.46275  1.21264
Cl  -0.23324  0.40952  -2.08018
H  1.06180  -0.06369  1.27060
H  -0.26925  -1.51266  1.08736
H  -1.76847  0.10677  -0.21032

The multiplicity is 3. As for the energy relative to the best compared isomer or geometry (same formula, charge and spin): 0.0 kJ/mol. For the orbital gap (spin up / spin down), the calculation gives 0.334 / 0.320 hartree. For the HOMO energy (spin up / spin down), the calculation gives -8.548 / -11.370 eV. The expectation value of S² is 2.03.

Atomic partial charges in e from the natural (NBO) method, atoms 1 to 6: atom 1 (C): 0.182, atom 2 (C): 0.173, atom 3 (C): -0.380, atom 4 (C): -0.287, atom 5 (N): -0.283, atom 6 (N): -0.262

7.
The following is a DFT calculation (ωB97M-V/def2-TZVPD) of an isolated molecule of C4H3ClN2O.

Geometry (Å):
O  -0.91082  -2.04182  0.24134
C  -0.08497  -1.15844  0.15249
N  1.23685  -1.23634  -0.13622
N  1.82537  -0.08027  -0.36030
C  0.97304  0.82506  -0.26879
C  -0.35871  0.31571  0.10351
C  -1.53269  0.90730  0.24514
Cl  -1.78910  2.42027  -0.39159
H  1.79854  -2.09210  0.11507
H  1.26886  1.92346  -0.21632
H  -2.42639  0.21717  0.51567

Its SMILES is O=C1NN=C/C1=C\Cl. As for the energy relative to the best compared isomer or geometry (same formula, charge and spin): 168.2 kJ/mol. For the orbital gap, the calculation gives 0.316 hartree. For the HOMO energy, the calculation gives -9.262 eV.

Atomic partial charges in e from the natural (NBO) method, atoms 1 to 6: atom 1 (O): -0.569, atom 2 (C): 0.621, atom 3 (N): -0.445, atom 4 (N): -0.192, atom 5 (C): 0.001, atom 6 (C): -0.244

8.
The following is a DFT calculation (ωB97M-V/def2-TZVPD) of an isolated molecule of C4H3ClO2.

Geometry (Å):
O  -2.66638  0.76834  -2.52242
C  -1.80083  0.51956  -1.74144
C  -1.10865  0.25225  -0.67493
C  0.17786  0.07470  -0.13372
C  0.23677  0.04122  1.22536
O  -0.80123  0.45075  1.91475
Cl  1.66837  -0.17793  2.05365
H  -1.90397  0.36597  0.06714
H  1.04225  -0.30305  -0.67468
H  -0.38329  0.98767  2.76120

Its SMILES is O=C=C/C=C(\O)Cl. As for the energy relative to the best compared isomer or geometry (same formula, charge and spin): 189.7 kJ/mol. For the orbital gap, the calculation gives 0.299 hartree. For the HOMO energy, the calculation gives -7.859 eV.

Atomic partial charges in e from the natural (NBO) method, atoms 1 to 6: atom 1 (O): -0.472, atom 2 (C): 0.717, atom 3 (C): -0.560, atom 4 (C): -0.299, atom 5 (C): 0.228, atom 6 (O): -0.672

9.
The following is a DFT calculation (ωB97M-V/def2-TZVPD) of C4H3CuO6 as an isolated structure.

Geometry (Å):
O  -0.97494  -1.63582  0.03645
C  -0.56396  -0.43227  -0.04602
O  0.22854  1.07387  -1.75237
C  0.78634  2.02783  -0.97870
C  0.28751  -0.24421  -1.25372
O  1.33389  1.70446  0.10431
O  0.74522  3.19849  -1.41809
H  1.32435  -0.55460  -1.04922
H  -0.05396  -0.89215  -2.07813
Cu  1.78271  4.15735  0.34782
O  -1.32988  -1.51499  2.57034
C  -1.48231  -2.05405  1.39555
O  -1.66657  -3.24267  1.23536
H  -0.41695  -1.59123  2.88642

As for the energy relative to the best compared isomer or geometry (same formula, charge and spin): 15.2 kJ/mol. For the orbital gap, the calculation gives 0.240 hartree. For the HOMO energy, the calculation gives -8.293 eV.

Atomic partial charges in e from the natural (NBO) method, atoms 1 to 6: atom 1 (O): -0.487, atom 2 (C): 0.257, atom 3 (O): -0.506, atom 4 (C): 0.963, atom 5 (C): -0.235, atom 6 (O): -0.809

10.
The following is a DFT calculation (ωB97M-V/def2-TZVPD) of C4H3ErLi2O2 as an isolated structure.

Geometry (Å):
C  1.69708  -0.57959  -0.05870
O  1.62753  -1.83376  0.23453
Er  -0.23791  0.03563  -2.40720
Li  1.35633  -2.80117  1.68769
H  2.31242  0.41839  0.48422
C  0.70282  0.29008  0.38563
C  -0.17524  1.47350  0.19799
C  -1.38610  1.39777  -0.41426
O  -1.91528  0.36099  -1.18905
Li  -2.12912  -0.61136  0.44891
H  0.20238  -0.42150  1.07336
H  -2.05490  2.27100  -0.44312

The multiplicity is 5. Its net charge is +1. For the orbital gap (spin up / spin down), the calculation gives 0.208 / 0.200 hartree. For the HOMO energy (spin up / spin down), the calculation gives -9.879 / -10.094 eV. The expectation value of S² is 6.01.

Atomic partial charges in e from the natural (NBO) method, atoms 1 to 6: atom 1 (C): -0.034, atom 2 (O): -0.976, atom 3 (Er): 1.542, atom 4 (Li): 0.950, atom 5 (H): 0.255, atom 6 (C): -0.424

11.
The following is a DFT calculation (ωB97M-V/def2-TZVPD) of C4H3ErO4 as an isolated structure.

Geometry (Å):
C  0.12026  -0.37843  -0.42349
C  -0.12774  0.97445  -0.28305
H  0.59573  1.74676  -0.55695
O  1.98847  -0.38809  1.10717
C  1.11689  -1.05635  0.32317
O  1.74204  -1.86233  -0.52615
H  2.81597  -0.23074  0.63741
O  -1.20763  1.51831  0.38323
C  -2.46728  0.98930  0.17034
O  -3.26087  1.18518  1.08589
Er  -2.70991  -1.29784  -0.44889
H  1.39406  -1.20021  -1.46869

The multiplicity is 5. Its net charge is +1. For the orbital gap (spin up / spin down), the calculation gives 0.193 / 0.226 hartree. For the HOMO energy (spin up / spin down), the calculation gives -10.807 / -12.178 eV. The expectation value of S² is 6.05.

Atomic partial charges in e from the natural (NBO) method, atoms 1 to 6: atom 1 (C): -0.434, atom 2 (C): 0.211, atom 3 (H): 0.219, atom 4 (O): -0.668, atom 5 (C): 0.495, atom 6 (O): -0.626

12.
The following is a DFT calculation (ωB97M-V/def2-TZVPD) of an isolated molecule of C4H3F2N.

Geometry (Å):
C  1.33925  -0.16786  -0.03594
C  -0.08602  0.28950  0.12572
C  -0.50122  1.57370  -0.00069
N  -0.92522  2.63881  0.05184
C  -1.28186  -0.81785  0.15602
F  -1.03101  -2.14135  -0.00489
F  -2.57791  -0.48789  -0.03683
H  1.83406  0.62514  -0.45100
H  1.53464  -0.87108  -0.74119
H  1.69529  -0.64112  0.93695

Its SMILES is CC(C#N)=C(F)F. As for the energy relative to the best compared isomer or geometry (same formula, charge and spin): 258.9 kJ/mol. For the orbital gap (spin up / spin down), the calculation gives 0.310 / 0.310 hartree. For the HOMO energy (spin up / spin down), the calculation gives -9.195 / -9.196 eV.

Atomic partial charges in e from the natural (NBO) method, atoms 1 to 6: atom 1 (C): -0.629, atom 2 (C): -0.227, atom 3 (C): 0.196, atom 4 (N): -0.274, atom 5 (C): 0.823, atom 6 (F): -0.297